114
Properties=species:S:1:pos:R:3:forces:R:3:lowdin_charge:R:1 method="wB97M-V/def2-TZVPD" total_energy_ev=-107188.3230 total_charge=+2 spin_multiplicity=5 homo_ha="-0.4254 / -0.4247" lumo_ev="-5.49 / -7.43" s_squared=6.171 gap_ev="6.09 / 4.13"
Cr 1.531884 1.062873 -1.723302 0.102 -0.859 -0.196 0.65
C 0.755959 3.643435 -3.612855 0.133 0.083 0.114 0.00
C 1.662008 4.026588 -2.474985 -0.103 -0.182 0.084 -0.28
C 2.084750 5.342139 -2.327235 0.060 0.083 0.034 0.01
C 2.892183 5.689163 -1.262139 -0.024 0.079 -0.054 -0.01
C 3.276918 4.704310 -0.358188 -0.042 -0.041 0.090 -0.09
C 2.834441 3.410062 -0.548753 -0.162 -0.157 0.032 -0.47
N 2.033022 3.082697 -1.590489 0.007 0.465 -0.091 -0.05
Sb 3.524573 1.794836 0.741741 0.194 0.161 -0.099 1.41
C 4.405683 1.052638 -1.131999 -0.261 0.090 0.102 -0.49
C 5.762404 0.845246 -1.295983 0.042 -0.028 0.125 -0.08
C 6.249156 0.536559 -2.560062 -0.033 -0.011 -0.104 -0.01
C 5.364230 0.452230 -3.620429 0.164 -0.021 0.005 0.01
C 4.010574 0.662651 -3.404817 -0.131 -0.030 0.043 -0.30
C 3.026770 0.614295 -4.539216 0.101 0.061 0.044 0.00
N 3.546786 0.939735 -2.173303 0.740 -0.009 -0.085 -0.07
C -0.235717 1.624608 -0.987928 -0.432 -0.375 0.020 -0.21
C -1.205374 2.485395 -0.366061 0.046 0.136 0.214 -0.09
C -2.522672 2.326355 -0.584468 -0.029 -0.138 -0.274 -0.02
C -3.144124 1.384760 -1.573853 0.104 -0.169 -0.143 -0.21
C -1.569876 0.136323 -2.458140 -0.616 -0.130 -0.431 -0.38
C -1.172410 -0.873920 -3.507358 0.200 0.047 0.146 0.01
N -0.372243 0.663272 -1.784593 -0.573 0.246 0.155 0.01
H 1.175615 3.970415 -4.564692 -0.001 -0.008 0.011 0.10
H -0.212849 4.133116 -3.498418 -0.001 -0.022 -0.001 0.10
H 0.589809 2.567263 -3.658668 -0.007 -0.036 -0.033 0.05
H 1.769630 6.081142 -3.053482 0.019 -0.024 0.042 0.13
H 3.220507 6.714951 -1.133432 -0.010 -0.098 -0.014 0.13
H 3.918516 4.938271 0.482295 -0.042 0.037 -0.031 0.11
H 6.431511 0.931823 -0.448706 -0.010 -0.007 -0.047 0.11
H 7.307578 0.372459 -2.720537 -0.027 0.004 0.029 0.13
H 5.715872 0.223306 -4.618154 -0.016 0.014 0.022 0.13
H 3.300256 -0.155153 -5.259053 -0.028 -0.019 -0.019 0.10
H 3.025938 1.569388 -5.069471 -0.032 -0.010 0.011 0.10
H 2.007228 0.419609 -4.195022 -0.019 -0.006 -0.013 0.05
H -0.853918 3.270546 0.284011 0.070 -0.021 0.150 0.10
H -3.194873 3.016981 -0.084898 0.000 -0.072 0.050 0.13
H -4.211405 1.567378 -1.658711 -0.022 0.063 0.007 0.15
H -2.044040 -1.269043 -4.014323 -0.077 0.000 -0.032 0.08
H -0.635202 -1.724616 -3.077307 -0.072 0.016 0.001 0.08
H -0.539932 -0.391760 -4.261653 0.021 -0.066 0.052 0.10
C -0.935486 -2.069525 0.767951 -0.082 -0.032 0.129 -0.40
C -0.548429 -2.436661 2.217644 0.127 0.087 -0.024 -0.37
C 0.408731 -1.441140 2.897520 -0.154 0.067 0.027 -0.38
Sb -0.549587 0.499199 3.001330 0.298 0.454 0.189 1.41
C -1.984861 -0.150120 4.444868 -0.077 0.138 -0.065 -0.41
C -1.618908 -0.937501 5.536718 -0.101 -0.068 -0.101 -0.14
C -2.564482 -1.307356 6.484368 0.001 0.008 0.039 -0.07
C -3.885245 -0.899480 6.347485 -0.037 0.023 -0.056 -0.07
C -4.260050 -0.112926 5.265919 0.039 0.005 0.006 -0.08
C -3.311771 0.263924 4.321322 0.070 -0.071 0.124 -0.16
C 0.602994 1.799158 4.291959 -0.163 -0.195 -0.047 -0.38
C 0.587211 1.745177 5.685563 0.287 0.080 -0.081 -0.11
C 1.204375 2.745707 6.431180 -0.054 -0.085 -0.010 -0.07
C 1.821459 3.816855 5.798141 0.004 0.010 -0.005 -0.08
C 1.815524 3.897995 4.412519 -0.028 -0.027 -0.072 -0.10
C 1.197197 2.897369 3.668619 0.052 -0.002 0.178 -0.21
Sb -2.657214 -0.757563 0.698984 -0.451 -0.102 -0.354 1.50
C -4.116053 -2.337152 0.720922 0.339 0.078 0.009 -0.41
C -5.271968 -2.117982 1.465391 -0.021 -0.012 -0.036 -0.14
C -6.240775 -3.110468 1.565046 -0.006 -0.080 -0.019 -0.07
C -6.067055 -4.318578 0.902552 -0.012 0.062 0.045 -0.07
C -4.921904 -4.539224 0.146281 0.089 -0.021 -0.058 -0.07
C -3.942278 -3.557878 0.065981 -0.187 -0.085 0.217 -0.15
C -2.787999 -0.154187 -1.473681 0.366 0.083 0.442 -0.35
C -3.858356 -1.010202 -2.124807 0.178 0.251 -0.220 -0.09
C -4.486261 -0.785810 -3.283094 -0.007 0.019 -0.094 -0.06
C -4.229956 0.296390 -4.238321 -0.130 -0.172 0.000 -0.07
C -3.287836 1.228392 -4.119774 0.183 0.093 0.098 -0.04
C -2.375404 1.398789 -2.937980 -0.070 -0.128 0.092 -0.16
H -1.196860 -2.968121 0.204102 0.040 0.070 0.014 0.04
H -0.099797 -1.580757 0.272877 0.223 0.073 -0.110 0.02
H -0.069335 -3.418864 2.211868 0.026 -0.058 -0.032 0.10
H -1.444917 -2.558477 2.833584 -0.022 -0.011 0.003 0.09
H 0.654620 -1.767863 3.909258 0.025 -0.050 -0.093 0.05
H 1.336024 -1.356740 2.328078 0.041 0.027 -0.033 0.03
H -0.596270 -1.281266 5.652722 -0.036 0.030 0.024 0.09
H -2.268606 -1.907292 7.337052 -0.018 -0.003 -0.061 0.11
H -4.625109 -1.194318 7.081800 0.055 0.018 -0.013 0.11
H -5.288383 0.215529 5.163138 0.062 -0.027 0.006 0.11
H -3.609059 0.887723 3.486246 -0.016 0.008 -0.017 0.07
H 0.095142 0.928356 6.196665 -0.005 0.028 0.021 0.08
H 1.192600 2.695318 7.513879 -0.010 -0.003 -0.059 0.11
H 2.283069 4.600218 6.387167 -0.005 -0.045 -0.032 0.11
H 2.262486 4.754696 3.916383 -0.039 -0.079 0.046 0.10
H 1.125577 3.000877 2.589207 0.041 0.006 -0.089 0.04
H -5.424591 -1.168712 1.971937 0.033 -0.088 0.012 0.09
H -7.127024 -2.943786 2.165049 0.015 0.008 -0.049 0.11
H -6.820694 -5.093052 0.978791 0.024 0.051 -0.012 0.11
H -4.790935 -5.477842 -0.381831 -0.008 0.055 0.077 0.11
H -3.047208 -3.756409 -0.513476 -0.020 0.007 -0.028 0.09
H -4.161179 -1.892092 -1.576109 0.005 0.109 -0.103 0.06
H -5.251691 -1.497949 -3.578181 0.052 0.055 0.054 0.12
H -4.859261 0.306384 -5.121859 0.059 0.037 0.039 0.11
H -3.191461 1.978479 -4.897615 -0.003 -0.061 0.014 0.11
H -1.737188 2.270513 -3.080855 -0.038 0.026 -0.031 0.12
C 1.976648 -3.941193 -1.299928 -0.072 0.086 0.062 -0.03
C 3.065490 -2.990958 -0.807531 -0.028 -0.015 -0.045 -0.61
C 3.492495 -3.370759 0.602914 0.047 0.044 0.103 -0.03
C 4.269259 -3.013527 -1.752183 -0.044 0.016 -0.023 -0.03
N 2.506933 -1.606749 -0.690823 -0.258 -0.367 0.148 -0.02
N 1.833077 -1.140906 -1.863044 0.201 0.471 0.179 0.00
H 2.311618 -4.972121 -1.178926 -0.017 0.056 -0.021 0.10
H 1.752471 -3.799804 -2.362078 -0.017 -0.029 0.060 0.08
H 1.059535 -3.812391 -0.714810 0.077 -0.027 -0.050 0.08
H 3.977298 -4.349764 0.601403 -0.030 0.092 0.006 0.10
H 2.625058 -3.408517 1.264909 0.054 0.007 -0.016 0.08
H 4.206215 -2.643194 1.008476 -0.073 -0.087 -0.039 0.09
H 4.649337 -4.031062 -1.870982 -0.044 0.096 -0.011 0.10
H 5.080589 -2.396469 -1.356507 -0.005 -0.002 -0.023 0.08
H 4.009178 -2.647950 -2.752998 0.056 -0.057 0.016 0.07
H 3.283750 -0.982156 -0.549986 0.303 0.164 0.104 0.04
H 0.959340 -1.641310 -1.902485 -0.352 -0.038 0.039 0.06
H 2.357011 -1.413280 -2.691311 0.035 -0.018 -0.299 0.09


122
Properties=species:S:1:pos:R:3:forces:R:3:lowdin_charge:R:1 method="wB97M-V/def2-TZVPD" relative_energy_kj_mol=0.0 total_energy_ev=-106706.2988 total_charge=+2 homo_ha="-0.4445 / -0.4445" lumo_ev="-7.28 / -7.16" gap_ev="4.82 / 4.93"
Pd 0.526876 -0.224366 -0.184526 -0.366 1.608 1.340 0.74
C -3.842017 -4.934800 2.181067 -0.014 0.084 0.074 -0.03
C -3.135619 -3.601519 2.101780 0.102 -0.068 -0.060 -0.41
C -4.039662 -2.411110 2.323352 -0.038 -0.082 0.045 -0.03
O -2.581690 -3.516485 0.733218 0.043 0.157 0.137 -0.19
P -1.237985 -2.763622 0.429622 -0.145 -0.428 -0.353 0.45
O -1.014428 -1.493260 1.160842 0.184 0.307 -0.213 -0.30
C -1.463011 -2.610977 -1.358803 -0.213 -0.181 -0.073 -0.20
P -0.285713 -1.997973 -2.567378 0.562 -0.402 -0.019 0.44
O 0.000251 -0.547664 -2.479746 0.017 -0.146 0.124 -0.30
O -0.847332 -2.355643 -3.981609 -0.256 0.175 -0.023 -0.16
C -1.117464 -3.725003 -4.435057 0.059 -0.007 0.023 -0.43
C -2.613964 -3.935728 -4.458283 -0.015 -0.055 -0.066 -0.03
C -0.483040 -3.873891 -5.800334 -0.033 -0.051 0.027 -0.02
O 0.981259 -2.910369 -2.329913 -0.159 -0.132 0.028 -0.21
C 2.083598 -2.857357 -3.305693 -0.082 0.070 0.009 -0.41
C 2.666930 -4.251199 -3.371983 0.047 0.162 -0.072 -0.03
C 3.074063 -1.796636 -2.883930 0.134 0.048 -0.221 -0.04
O -0.050130 -3.748778 0.702221 0.162 0.064 0.032 -0.18
C -0.119702 -5.210109 0.595165 -0.150 0.019 0.065 -0.41
C 0.086993 -5.756269 1.990007 -0.042 -0.116 -0.086 -0.02
C 0.928694 -5.661675 -0.391691 -0.016 -0.142 0.007 -0.02
H -4.311803 -5.044916 3.156505 -0.015 0.005 0.060 0.10
H -3.151714 -5.764143 2.044420 0.066 -0.036 -0.035 0.08
H -4.619098 -4.996604 1.421927 -0.045 0.017 -0.056 0.10
H -2.281917 -3.578213 2.786403 -0.084 0.032 0.049 0.14
H -4.847482 -2.412634 1.592581 -0.028 -0.010 -0.037 0.10
H -3.492036 -1.474402 2.247603 0.059 0.020 -0.022 0.07
H -4.482709 -2.473717 3.315864 -0.018 0.010 0.054 0.10
H -2.367799 -2.009760 -1.492696 -0.021 -0.013 -0.022 0.10
H -1.714199 -3.626586 -1.680275 -0.084 -0.031 -0.018 0.08
H -0.636253 -4.400450 -3.718104 -0.038 -0.038 -0.063 0.13
H -3.084763 -3.227624 -5.137109 0.003 0.055 -0.050 0.10
H -3.073001 -3.825599 -3.478014 0.021 0.028 0.080 0.07
H -2.830035 -4.940945 -4.814055 -0.024 -0.070 -0.028 0.10
H -0.913828 -3.156328 -6.496116 -0.033 0.043 -0.014 0.10
H -0.671191 -4.875642 -6.182004 -0.017 -0.052 -0.020 0.10
H 0.594095 -3.723497 -5.769214 0.022 0.003 0.022 0.07
H 1.639610 -2.577637 -4.267045 0.117 -0.061 0.079 0.13
H 3.069880 -4.537149 -2.402527 0.028 -0.032 0.096 0.08
H 3.478823 -4.278182 -4.096787 0.033 0.016 -0.038 0.10
H 1.923165 -4.986371 -3.671488 -0.079 -0.029 -0.021 0.08
H 3.560304 -2.056092 -1.947115 -0.021 -0.023 0.063 0.06
H 2.592894 -0.823544 -2.774822 -0.014 -0.085 0.004 0.07
H 3.839487 -1.717830 -3.656228 0.050 0.026 -0.017 0.10
H -1.122414 -5.467283 0.236043 0.106 0.017 0.010 0.14
H 1.050600 -5.433090 2.379309 0.084 0.049 0.016 0.08
H 0.076145 -6.844854 1.969127 -0.005 -0.058 -0.009 0.10
H -0.694405 -5.423523 2.669812 -0.051 0.037 0.032 0.07
H 1.928713 -5.552643 0.027183 0.061 0.063 0.038 0.09
H 0.876088 -5.093022 -1.315199 -0.058 0.039 -0.039 0.05
H 0.776235 -6.715274 -0.622910 0.019 -0.054 0.015 0.10
N 2.047655 -1.191161 0.205491 0.901 -0.996 -0.607 0.01
C 2.587567 -1.761150 1.265580 -0.259 0.048 -0.528 -0.39
C 2.293104 -1.414310 2.602129 -0.066 -0.018 0.526 0.00
C 2.930919 -2.054180 3.633638 -0.232 0.172 0.313 -0.03
C 3.832120 -3.087734 3.376847 -0.135 0.162 -0.147 0.00
C 4.110879 -3.471071 2.069687 0.199 -0.211 -0.323 -0.04
C 3.526328 -2.807360 1.018195 0.118 -0.002 0.247 0.03
H 1.574470 -0.629525 2.789043 -0.050 0.050 0.032 0.09
H 2.724088 -1.768988 4.655758 0.002 0.011 0.027 0.12
H 4.320391 -3.590452 4.197718 0.044 -0.039 0.091 0.13
H 4.813188 -4.271483 1.883708 0.005 -0.032 -0.013 0.12
H 3.734657 -3.070409 -0.005669 0.032 -0.009 -0.122 0.11
N -3.997072 5.261351 -1.481264 0.051 0.166 0.122 0.18
C -4.535165 6.438135 -0.998887 -0.129 0.089 -0.111 -0.19
C -5.277636 7.445440 -1.610156 -0.007 0.107 0.150 -0.01
C -5.659567 8.496443 -0.801756 0.007 -0.063 -0.082 -0.07
C -5.323708 8.548934 0.564622 0.041 -0.098 -0.054 -0.07
C -4.595383 7.546680 1.162667 -0.020 -0.006 -0.135 -0.01
C -4.199034 6.470718 0.360192 -0.021 0.104 0.088 -0.22
N -3.482654 5.340320 0.699385 -0.045 -0.154 -0.223 0.19
C -3.393761 4.659250 -0.414290 0.102 -0.152 0.173 -0.30
C -2.660037 3.400530 -0.490559 0.066 -0.054 0.130 -0.12
C -2.028644 2.951965 -1.643589 -0.015 0.036 -0.040 0.01
C -1.209243 1.844740 -1.588370 0.172 -0.228 0.046 -0.11
N -1.027895 1.127630 -0.464412 -0.502 0.744 -0.199 -0.11
C -1.701390 1.524925 0.637188 -0.083 -0.241 -0.122 -0.14
C -2.504320 2.640264 0.669644 0.133 -0.096 -0.074 0.03
H -4.100032 4.890266 -2.409650 -0.024 0.004 0.021 0.16
H -5.541355 7.412348 -2.656416 -0.023 0.005 -0.071 0.11
H -6.237222 9.305006 -1.226507 -0.013 0.022 -0.026 0.11
H -5.652149 9.395708 1.147294 -0.020 0.057 0.054 0.11
H -4.339914 7.577035 2.210915 0.026 -0.015 0.064 0.11
H -2.097802 3.496208 -2.574621 0.002 0.021 -0.036 0.12
H -0.653736 1.516916 -2.454460 -0.014 -0.012 0.030 0.10
H -1.577799 0.896183 1.507678 -0.033 0.043 -0.069 0.08
H -2.983561 2.942276 1.587317 -0.056 0.036 0.053 0.13
F 7.574816 0.810752 2.576576 -0.051 0.005 -0.011 0.10
C 6.309995 1.023050 2.206567 0.061 -0.012 0.011 -0.26
C 5.968035 0.837234 0.877274 -0.016 0.004 0.128 0.02
C 4.654021 1.054208 0.503614 0.002 -0.035 -0.103 -0.12
C 3.708673 1.461128 1.442423 0.155 0.071 0.023 -0.38
C 4.081555 1.629263 2.772379 0.012 0.057 0.017 -0.11
C 5.392399 1.413559 3.164395 0.073 -0.060 -0.060 0.02
Sb 1.724818 1.789841 0.879640 -0.207 -0.261 -0.195 1.64
C 1.623387 3.353380 -0.511001 -0.077 0.142 -0.102 -0.37
C 0.779644 4.440001 -0.292354 -0.044 0.014 0.094 -0.12
C 0.641550 5.433130 -1.248982 0.085 -0.094 -0.122 0.02
C 1.344774 5.305406 -2.432549 -0.005 0.062 -0.019 -0.26
F 1.213365 6.250546 -3.366682 -0.003 -0.040 0.046 0.10
C 2.177443 4.229633 -2.690469 -0.088 0.089 0.024 0.02
C 2.306365 3.251213 -1.722495 0.112 -0.109 0.037 -0.11
C 0.838642 2.545865 2.620907 -0.061 -0.009 0.153 -0.38
C 0.016214 1.749992 3.418466 -0.013 -0.004 -0.065 -0.14
C -0.533003 2.246133 4.587918 0.046 0.112 -0.006 0.02
C -0.248540 3.553702 4.942687 -0.026 0.013 0.062 -0.26
F -0.782900 4.042664 6.061673 0.032 -0.023 -0.053 0.10
C 0.570860 4.368585 4.182362 -0.053 -0.056 0.027 0.03
C 1.116949 3.853943 3.018218 0.101 -0.020 0.050 -0.11
H 6.722773 0.531206 0.168316 0.035 -0.009 -0.038 0.13
H 4.380636 0.891366 -0.532516 -0.044 0.014 -0.017 0.10
H 3.360291 1.938233 3.518010 -0.053 0.032 0.007 0.10
H 5.710464 1.547444 4.187407 0.019 0.008 0.057 0.13
H 0.205169 4.532153 0.619815 -0.012 -0.033 0.062 0.10
H 0.003725 6.289114 -1.089975 -0.065 0.064 0.018 0.13
H 2.705583 4.177490 -3.630270 0.035 -0.017 -0.056 0.13
H 2.952299 2.406819 -1.933649 0.000 -0.029 0.037 0.10
H -0.234480 0.738360 3.123216 0.077 -0.096 -0.009 0.08
H -1.175167 1.648572 5.217853 -0.032 -0.027 0.023 0.13
H 0.769821 5.379752 4.506576 0.011 0.029 0.002 0.13
H 1.775235 4.486801 2.437167 0.020 0.011 -0.062 0.11